## P
The following is a DFT calculation (ωB97M-V with the def2-TZVPD basis set) of an isolated molecule of C2HF5O.

Results
- LUMO level: 0.0302 hartree
- Spin multiplicity: 1
- Molecular weight: 136.02 Da
- SMILES string: FC(F)OC(F)(F)F

Last columns: bonded neighbours and bond lengths (Å).
Atoms and positions in Å:
1 C 1.4259 0.3708 -0.0630  O3 1.577, F4 1.303, F8 1.258, H9 1.123
2 C -1.2929 -0.3922 0.0147  O3 1.433, F5 1.359, F6 1.316, F7 1.308
3 O 0.0438 -0.2624 -0.4839  C1 1.577, C2 1.433
4 F 1.7124 -0.3821 0.9610  C1 1.303
5 F -2.0434 0.1672 -0.9705  C2 1.359
6 F -1.7227 -1.6284 0.1554  C2 1.316
7 F -1.4839 0.2698 1.1260  C2 1.308
8 F 1.2776 1.5851 0.2279  C1 1.258
9 H 2.0833 0.2722 -0.9675  C1 1.123

=====

## Q
The following is a DFT calculation (ωB97M-V with the def2-TZVPD basis set) of an isolated molecule of C2HF5O.

Results
- LUMO level: 0.0329 hartree
- Spin multiplicity: 1
- Molecular weight: 136.02 Da
- SMILES string: FC(F)OC(F)(F)F

Last columns: bonded neighbours and bond lengths (Å).
Atoms and positions in Å:
1 C 1.3834 -0.2190 0.0395  O3 1.467, F4 1.316, F8 1.358, H9 1.105
2 C -1.2896 0.3361 0.0230  O3 1.457, F5 1.302, F6 1.297, F7 1.290
3 O 0.1003 0.3534 0.4612  C1 1.467, C2 1.457
4 F 1.5638 0.0596 -1.2339  C1 1.316
5 F -1.6129 -0.5281 -0.8959  C2 1.302
6 F -2.0380 0.0803 1.0515  C2 1.297
7 F -1.6065 1.5257 -0.3634  C2 1.290
8 F 1.2984 -1.5690 0.1576  C1 1.358
9 H 2.2011 -0.0390 0.7604  C1 1.105

=====

Relative to the most stable one, in kJ/mol, the structures come out at P 32.3; Q 0.0.

=====

## P
The following is a DFT calculation (ωB97M-V with the def2-TZVPD basis set) of an isolated molecule of C3H6FNS.

Results
- LUMO level: 0.0325 hartree
- Spin multiplicity: 1
- Molecular weight: 107.15 Da
- SMILES string: C/C(CF)=N/S

Last columns: bonded neighbours and bond lengths (Å).
Atoms and positions in Å:
1 C 1.1788 -1.1448 -0.2245  C2 1.503, H4 1.109, H5 1.165, H6 1.125
2 C -0.0630 -0.3335 0.0206  C1 1.503, C3 1.490, N10 1.263
3 C 0.1858 1.1003 0.3425  C2 1.490, H7 1.109, H8 1.099, F11 1.411
4 H 1.7941 -0.6987 -1.0317  C1 1.109
5 H 1.8082 -1.1210 0.7555  C1 1.165
6 H 0.9450 -2.2122 -0.4931  C1 1.125
7 H 0.0518 1.3916 1.4043  C3 1.109
8 H 1.2332 1.2849 0.0640  C3 1.099
9 H -2.5952 1.0640 -0.1147  S12 1.391
10 N -1.1610 -0.9171 -0.2014  C2 1.263, S12 1.710
11 F -0.6254 1.9018 -0.4890  C3 1.411
12 S -2.7524 -0.3155 -0.0324  H9 1.391, N10 1.710

=====

## Q
The following is a DFT calculation (ωB97M-V with the def2-TZVPD basis set) of an isolated molecule of C3H6FNS.

Results
- LUMO level: 0.0267 hartree
- Spin multiplicity: 1
- Molecular weight: 107.15 Da
- SMILES string: C[C@H](F)C(N)=S

Last columns: bonded neighbours and bond lengths (Å).
Atoms and positions in Å:
1 C 1.0576 -1.5850 0.3991  C2 1.509, H4 1.113, H5 1.083, H6 1.108
2 C 0.9217 -0.3032 -0.3848  C1 1.509, C3 1.564, H7 1.082, F11 1.409
3 C -0.4225 0.4263 -0.0565  C2 1.564, N10 1.337, S12 1.670
4 H 0.4378 -2.3718 -0.0855  C1 1.113
5 H 0.7040 -1.5004 1.4188  C1 1.083
6 H 2.1054 -1.9416 0.3447  C1 1.108
7 H 0.8577 -0.4790 -1.4504  C2 1.082
8 H 0.8108 2.0127 0.4181  N10 1.042
9 H -0.9953 2.2308 0.5962  N10 1.031
10 N -0.1725 1.6968 0.2774  C3 1.337, H8 1.042, H9 1.031
11 F 2.0025 0.5741 -0.1692  C2 1.409
12 S -1.8798 -0.3890 -0.0880  C3 1.670

=====

Relative to the most stable one, in kJ/mol, the structures come out at P 135.2; Q 0.0.

=====

## P
The following is a DFT calculation (ωB97M-V with the def2-TZVPD basis set) of a cluster of 2 separate species, C4H10O in total.

Results
- LUMO level (alpha / beta): 0.1488 / 0.1426 hartree
- Spin multiplicity: 2
- Net charge: -1
- Molecular weight: 74.12 Da

Last columns: bonded neighbours and bond lengths (Å).
Atoms and positions in Å:
1 C -0.0460 1.3921 1.2146  C2 1.536, H5 1.091, H6 1.093, H7 1.092
2 C 0.0463 0.0847 0.4137  C1 1.536, C3 1.501, H8 1.097, H9 1.089
3 C 1.4366 -0.4698 0.2964  C2 1.501, C4 1.337, H10 1.089
4 C 2.2503 -0.3832 -0.7607  C3 1.337, H11 1.083, H12 1.086
5 H 0.4062 1.2726 2.2007  C1 1.091
6 H -1.1083 1.6234 1.3269  C1 1.093
7 H 0.4806 2.1821 0.6755  C1 1.092
8 H -0.5067 -0.6819 0.9705  C2 1.097
9 H -0.3419 0.2690 -0.5873  C2 1.089
10 H 1.8975 -0.8774 1.1946  C3 1.089
11 H 3.3255 -0.4779 -0.6667  C4 1.083
12 H 1.8221 -0.1062 -1.7195  C4 1.086
13 H -2.9933 0.1964 -1.1218  O15 0.978
14 H -2.1509 -1.0041 -1.5561  O15 0.979
15 O -2.8841 -0.7608 -0.9539  H13 0.978, H14 0.979

=====

## Q
The following is a DFT calculation (ωB97M-V with the def2-TZVPD basis set) of a cluster of 2 separate species, C4H10O in total.

Results
- LUMO level (alpha / beta): 0.1602 / 0.1546 hartree
- Spin multiplicity: 2
- Net charge: -1
- Molecular weight: 74.12 Da

Last columns: bonded neighbours and bond lengths (Å).
Atoms and positions in Å:
1 C -0.8749 -1.6369 0.7904  C2 1.496, H5 1.110, H6 1.121, H7 1.089
2 C -0.4202 -0.3010 0.2939  C1 1.496, C3 1.409, C4 1.482
3 C -0.3440 0.7793 1.1960  C2 1.409, H8 1.096, H9 1.094
4 C -0.1401 -0.3013 -1.1612  C2 1.482, H10 1.093, H11 1.126, H12 1.100
5 H -1.9130 -1.7711 0.4200  C1 1.110
6 H -0.3491 -2.5345 0.3728  C1 1.121
7 H -0.8787 -1.7604 1.8722  C1 1.089
8 H 0.0983 0.5324 2.1683  C3 1.096
9 H -0.9950 1.6562 1.2514  C3 1.094
10 H 0.1655 0.7116 -1.4368  C4 1.093
11 H 0.6314 -1.0171 -1.5608  C4 1.126
12 H -1.0008 -0.5565 -1.7977  C4 1.100
13 H 1.4169 2.2045 -0.3058  O15 0.980
14 H 2.2572 1.9485 -1.5294  O15 0.965
15 O 2.3465 2.0462 -0.5732  H13 0.980, H14 0.965

=====

Relative to the most stable one, in kJ/mol, the structures come out at P 0.0; Q 67.2.

=====

## P
The following is a DFT calculation (ωB97M-V with the def2-TZVPD basis set) of an isolated molecule of C18H22N2O2.

Results
- LUMO level: 0.0280 hartree
- Spin multiplicity: 1
- Molecular weight: 298.39 Da
- SMILES string: Oc1ccc(N2CCN(C[C@H](O)c3ccccc3)CC2)cc1

Last columns: bonded neighbours and bond lengths (Å).
Atoms and positions in Å:
1 O -3.5387 4.8139 -4.9938  C2 1.367, H44 0.964
2 C -2.8332 4.0269 -4.1265  O1 1.367, C3 1.388, C7 1.389
3 C -1.9871 3.0557 -4.6442  C2 1.388, C4 1.381, H43 1.079
4 C -1.2509 2.2465 -3.8016  C3 1.381, C5 1.397, H42 1.078
5 C -1.3434 2.3716 -2.4134  C4 1.397, C6 1.397, N10 1.395
6 C -2.2074 3.3463 -1.9080  C5 1.397, C7 1.380, H9 1.079
7 C -2.9344 4.1646 -2.7482  C2 1.389, C6 1.380, H8 1.083
8 H -3.5965 4.9120 -2.3292  C7 1.083
9 H -2.3268 3.4560 -0.8410  C6 1.079
10 N -0.6685 1.5304 -1.5286  C5 1.395, C11 1.449, C15 1.445
11 C 0.1194 2.1308 -0.4710  N10 1.449, C12 1.527, H40 1.089, H41 1.103
12 C 0.2947 1.1334 0.6715  C11 1.527, N13 1.451, H38 1.092, H39 1.100
13 N 0.9676 -0.0425 0.1530  C12 1.451, C14 1.448, C20 1.442
14 C 0.1560 -0.6505 -0.8802  N13 1.448, C15 1.530, H18 1.093, H19 1.103
15 C -0.0230 0.3401 -2.0328  N10 1.445, C14 1.530, H16 1.091, H17 1.102
16 H -0.6572 -0.1183 -2.7931  C15 1.091
17 H 0.9654 0.5624 -2.4672  C15 1.102
18 H 0.6622 -1.5472 -1.2456  C14 1.093
19 H -0.8445 -0.9318 -0.5103  C14 1.103
20 C 1.4737 -0.9546 1.1486  N13 1.442, H21 1.096, H22 1.094, C23 1.555
21 H 2.1777 -0.3991 1.7780  C20 1.096
22 H 2.0332 -1.7362 0.6258  C20 1.094
23 C 0.4345 -1.6491 2.0739  C20 1.555, C24 1.511, O35 1.410, H37 1.094
24 C 1.1127 -2.8113 2.7603  C23 1.511, C25 1.390, C29 1.389
25 C 1.9920 -2.6027 3.8164  C24 1.390, C26 1.383, H34 1.082
26 C 2.6345 -3.6689 4.4198  C25 1.383, C27 1.384, H33 1.080
27 C 2.4125 -4.9590 3.9708  C26 1.384, C28 1.384, H32 1.080
28 C 1.5444 -5.1765 2.9146  C27 1.384, C29 1.383, H31 1.080
29 C 0.8994 -4.1099 2.3150  C24 1.389, C28 1.383, H30 1.081
30 H 0.2194 -4.2844 1.4934  C29 1.081
31 H 1.3658 -6.1807 2.5592  C28 1.080
32 H 2.9138 -5.7910 4.4425  C27 1.080
33 H 3.3123 -3.4906 5.2417  C26 1.080
34 H 2.1848 -1.6011 4.1778  C25 1.082
35 O -0.1675 -0.7481 2.9767  C23 1.410, H36 0.964
36 H 0.5041 -0.4239 3.5868  O35 0.964
37 H -0.3933 -2.0227 1.4634  C23 1.094
38 H 0.9158 1.5795 1.4513  C12 1.092
39 H -0.6901 0.8911 1.0986  C12 1.100
40 H -0.3709 3.0314 -0.1049  C11 1.089
41 H 1.1181 2.4061 -0.8505  C11 1.103
42 H -0.5881 1.5182 -4.2412  C4 1.078
43 H -1.9080 2.9523 -5.7149  C3 1.079
44 H -4.0843 5.4312 -4.4928  O1 0.964

=====

## Q
The following is a DFT calculation (ωB97M-V with the def2-TZVPD basis set) of a cluster of 2 separate species, C18H22N2O2 in total.

Results
- LUMO level: -0.0287 hartree
- Spin multiplicity: 1
- Molecular weight: 298.39 Da

Last columns: bonded neighbours and bond lengths (Å).
Atoms and positions in Å:
1 C 0.0247 -4.3115 1.1718  C2 1.508, C6 1.539, H8 1.095, H9 1.093
2 C -1.4749 -4.4706 1.1872  C1 1.508, C3 1.531, H10 1.097, H11 1.096
3 C -2.0148 -3.0381 1.1863  C2 1.531, O4 1.216, N5 1.387
4 O -3.1886 -2.7246 1.2236  C3 1.216
5 N -0.9437 -2.1577 1.1505  C3 1.387, C6 1.365
6 C 0.2652 -2.7918 1.1466  C1 1.539, N5 1.365, O7 1.223
7 O 1.3779 -2.2853 1.1498  C6 1.223
8 H 0.4915 -4.7434 2.0635  C1 1.095
9 H 0.4788 -4.7781 0.2935  C1 1.093
10 H -1.8492 -5.0233 0.3168  C2 1.097
11 H -1.8184 -5.0031 2.0818  C2 1.096
12 C 0.5403 2.7747 -4.5731  C13 1.528, C26 1.525, H27 1.098, H28 1.094
13 C -0.8588 2.1768 -4.4313  C12 1.528, C14 1.536, H29 1.098, H30 1.096
14 C -0.8831 0.9242 -3.5429  C13 1.536, N15 1.471, H31 1.097, H32 1.106
15 N -0.1632 1.1104 -2.2740  C14 1.471, C16 1.336, C25 1.458
16 C -0.5001 0.4440 -1.1664  N15 1.336, C17 1.405, H33 1.098
17 C 0.0875 0.6459 0.0937  C16 1.405, C18 1.392, H34 1.100
18 C -0.3434 -0.0519 1.2180  C17 1.392, C19 1.438, H35 1.124
19 C 0.0988 0.2943 2.5422  C18 1.438, C20 1.417, C24 1.433
20 C -0.1497 -0.5749 3.6331  C19 1.417, C21 1.395, H36 1.094
21 C 0.3523 -0.3139 4.9087  C20 1.395, C22 1.408, H37 1.088
22 C 1.0797 0.8685 5.1441  C21 1.408, C23 1.396, H38 1.091
23 C 1.2826 1.7759 4.1030  C22 1.396, C24 1.391, H39 1.096
24 C 0.8143 1.5046 2.8219  C19 1.433, C23 1.391, H40 1.093
25 C 1.1838 1.6523 -2.4058  N15 1.458, C26 1.526, H41 1.092, H42 1.108
26 C 1.2221 2.9426 -3.2200  C12 1.525, C25 1.526, H43 1.096, H44 1.100
27 H 1.1529 2.1128 -5.1999  C12 1.098
28 H 0.4839 3.7466 -5.0733  C12 1.094
29 H -1.5430 2.9330 -4.0233  C13 1.098
30 H -1.2359 1.9105 -5.4254  C13 1.096
31 H -1.9239 0.6424 -3.3387  C14 1.097
32 H -0.4068 0.1008 -4.1062  C14 1.106
33 H -1.3633 -0.2296 -1.2510  C16 1.098
34 H 0.8985 1.3796 0.2086  C17 1.100
35 H -1.2427 -0.7173 1.1086  C18 1.124
36 H -0.7464 -1.4722 3.4448  C20 1.094
37 H 0.1677 -1.0256 5.7109  C21 1.088
38 H 1.4654 1.0877 6.1414  C22 1.091
39 H 1.8018 2.7249 4.2806  C23 1.096
40 H 0.9486 2.2472 2.0308  C24 1.093
41 H 1.5977 1.8540 -1.4161  C25 1.092
42 H 1.8140 0.8893 -2.9038  C25 1.108
43 H 2.2746 3.2142 -3.3571  C26 1.096
44 H 0.7451 3.7558 -2.6532  C26 1.100

=====

Relative to the most stable one, in kJ/mol, the structures come out at P 0.0; Q 203.5.